{
  "formula": "C14H17N3O4",
  "method": "ωB97M-V/def2-TZVPD",
  "e_lumo_ev": 0.59,
  "relative_energy_ev": 2.067,
  "largest_force_ev_per_a": 0.854,
  "spin_multiplicity": 1,
  "molar_mass_g_mol": 291.31,
  "orbital_gap_ha": 0.3447,
  "total_energy_ha": -1008.9251,
  "species": ["O", "C", "O", "C", "C", "C", "O", "N", "C", "C", "C", "N", "C", "C", "N", "C", "C", "C", "C", "C", "O", "H", "H", "H", "H", "H", "H", "H", "H", "H", "H", "H", "H", "H", "H", "H", "H", "H"],
  "xyz": [[-2.356, -1.016, 0.187], [-2.654, 0.033, -0.335], [-3.829, 0.617, -0.157], [-1.713, 0.772, -1.250], [-0.430, 1.180, -0.481], [0.782, 0.336, -0.836], [1.817, 0.782, -1.285], [0.574, -0.975, -0.597], [1.618, -1.957, -0.793], [2.724, -1.868, 0.266], [2.261, -2.271, 1.669], [1.234, -1.403, 2.181], [-0.063, -1.740, 2.447], [-0.676, -0.594, 2.860], [0.211, 0.435, 2.845], [1.339, -0.079, 2.439], [-0.353, 2.691, -0.845], [-0.069, 2.768, -2.330], [-1.214, 2.450, -2.917], [-2.176, 2.168, -1.777], [-1.723, 3.052, -0.774], [-4.375, 0.116, 0.472], [-1.476, 0.102, -2.083], [-0.594, 1.105, 0.599], [-0.297, -1.259, -0.165], [2.072, -1.771, -1.771], [1.161, -2.948, -0.793], [3.096, -0.844, 0.278], [3.543, -2.526, -0.028], [3.121, -2.246, 2.349], [1.864, -3.290, 1.654], [-0.431, -2.738, 2.327], [-1.692, -0.445, 3.166], [2.250, 0.473, 2.319], [0.260, 3.289, -0.180], [0.892, 2.986, -2.748], [-1.455, 2.339, -3.956], [-3.240, 2.275, -1.957]]
}



{
  "formula": "C24H34N2O4",
  "method": "ωB97M-V/def2-TZVPD",
  "e_lumo_ev": 0.56,
  "relative_energy_ev": 3.824,
  "largest_force_ev_per_a": 0.701,
  "spin_multiplicity": 1,
  "molar_mass_g_mol": 414.55,
  "orbital_gap_ha": 0.3142,
  "total_energy_ha": -1345.3537,
  "species": ["C", "C", "C", "C", "C", "O", "C", "C", "O", "C", "N", "C", "C", "N", "C", "C", "O", "C", "O", "C", "C", "C", "C", "C", "C", "C", "C", "C", "C", "C", "H", "H", "H", "H", "H", "H", "H", "H", "H", "H", "H", "H", "H", "H", "H", "H", "H", "H", "H", "H", "H", "H", "H", "H", "H", "H", "H", "H", "H", "H", "H", "H", "H", "H"],
  "xyz": [[3.736, 4.365, -4.260], [3.739, 4.249, -2.765], [4.844, 3.724, -2.102], [4.860, 3.609, -0.729], [3.764, 4.021, 0.029], [3.899, 3.877, 1.384], [2.763, 3.976, 2.207], [1.784, 2.801, 2.004], [0.632, 2.976, 2.797], [2.510, 1.462, 2.263], [2.004, 0.304, 1.565], [2.204, 0.332, 0.129], [1.869, -1.052, -0.440], [0.515, -1.478, -0.141], [-0.505, -0.835, -0.942], [-1.832, -1.619, -0.933], [-2.674, -1.145, -1.967], [-1.604, -3.125, -1.158], [-2.036, -3.925, -0.086], [-3.375, -4.112, 0.119], [-4.392, -3.551, -0.641], [-5.715, -3.834, -0.336], [-6.056, -4.666, 0.718], [-7.487, -4.977, 1.040], [-5.028, -5.217, 1.477], [-3.708, -4.948, 1.186], [0.307, -1.415, 1.294], [0.631, -0.041, 1.893], [2.659, 4.554, -0.622], [2.657, 4.661, -2.004], [2.792, 4.769, -4.617], [4.541, 5.020, -4.591], [3.892, 3.389, -4.718], [5.702, 3.400, -2.674], [5.717, 3.204, -0.213], [2.234, 4.927, 2.063], [3.155, 3.952, 3.229], [1.421, 2.821, 0.972], [0.877, 2.890, 3.726], [2.474, 1.245, 3.337], [3.558, 1.583, 1.974], [3.250, 0.571, -0.074], [1.580, 1.092, -0.375], [2.019, -1.059, -1.522], [2.542, -1.785, 0.012], [-0.718, 0.206, -0.639], [-0.151, -0.817, -1.977], [-2.336, -1.490, 0.037], [-2.788, -0.193, -1.869], [-0.531, -3.318, -1.225], [-2.091, -3.415, -2.097], [-4.172, -2.890, -1.463], [-6.494, -3.390, -0.940], [-8.162, -4.385, 0.426], [-7.695, -6.032, 0.861], [-7.698, -4.771, 2.089], [-5.269, -5.867, 2.306], [-2.909, -5.376, 1.771], [-0.720, -1.697, 1.524], [0.975, -2.155, 1.743], [0.537, -0.089, 2.980], [-0.084, 0.714, 1.526], [1.797, 4.896, -0.072], [1.788, 5.078, -2.492]]
}



{
  "formula": "C34H98N9O17P3S6",
  "method": "ωB97M-V/def2-TZVPD",
  "e_lumo_ev": 0.10,
  "relative_energy_ev": 2.513,
  "largest_force_ev_per_a": 4.561,
  "spin_multiplicity": 1,
  "molar_mass_g_mol": 1190.53,
  "orbital_gap_ha": 0.3033,
  "total_energy_ha": -6539.1638,
  "species": ["O", "S", "O", "O", "C", "C", "C", "H", "H", "H", "H", "H", "H", "H", "H", "O", "S", "O", "O", "C", "C", "C", "H", "H", "H", "H", "H", "H", "H", "H", "O", "S", "O", "O", "C", "C", "C", "H", "H", "H", "H", "H", "H", "H", "H", "O", "S", "O", "O", "C", "C", "C", "H", "H", "H", "H", "H", "H", "H", "H", "O", "P", "N", "C", "C", "N", "C", "C", "N", "C", "C", "H", "H", "H", "H", "H", "H", "H", "H", "H", "H", "H", "H", "H", "H", "H", "H", "H", "H", "O", "P", "N", "C", "C", "N", "C", "C", "N", "C", "C", "H", "H", "H", "H", "H", "H", "H", "H", "H", "H", "H", "H", "H", "H", "H", "H", "H", "H", "O", "P", "N", "C", "C", "N", "C", "C", "N", "C", "C", "H", "H", "H", "H", "H", "H", "H", "H", "H", "H", "H", "H", "H", "H", "H", "H", "H", "H", "C", "S", "O", "C", "H", "H", "H", "H", "H", "H", "C", "S", "O", "C", "H", "H", "H", "H", "H", "H"],
  "xyz": [[0.590, 7.372, 3.932], [1.389, 6.328, 3.341], [2.824, 6.411, 3.296], [0.931, 4.792, 3.939], [-0.466, 4.417, 3.994], [-0.395, 2.913, 4.592], [0.857, 6.092, 1.503], [-0.857, 4.301, 2.983], [-1.158, 5.034, 4.568], [-1.425, 2.632, 4.810], [0.215, 2.898, 5.496], [0.212, 2.324, 3.906], [1.118, 6.885, 0.801], [-0.231, 6.019, 1.515], [1.388, 5.172, 1.261], [-4.413, -5.634, 1.803], [-3.642, -4.562, 1.174], [-2.915, -3.593, 1.987], [-2.698, -5.221, -0.065], [-1.533, -4.541, -0.374], [-0.841, -5.178, -1.526], [-4.832, -3.603, 0.123], [-0.843, -4.380, 0.454], [-1.857, -3.531, -0.626], [-0.261, -4.406, -2.031], [-1.569, -5.647, -2.188], [-0.134, -5.962, -1.255], [-5.586, -3.060, 0.691], [-5.156, -4.303, -0.648], [-4.222, -2.888, -0.429], [3.785, 6.260, -0.210], [4.958, 5.549, 0.271], [4.950, 4.203, 0.836], [6.116, 5.586, -0.894], [7.100, 4.513, -0.982], [8.134, 4.520, 0.136], [5.751, 6.641, 1.555], [7.705, 4.478, -1.888], [6.482, 3.615, -0.991], [9.042, 4.125, -0.319], [7.917, 3.898, 1.005], [8.324, 5.489, 0.598], [6.393, 7.289, 0.958], [6.403, 6.030, 2.179], [4.919, 7.095, 2.094], [1.218, 1.480, -1.623], [0.689, 1.889, -0.308], [-0.276, 3.013, -0.221], [0.035, 0.582, 0.526], [0.738, -0.620, 0.433], [-0.268, -1.599, -0.205], [2.194, 2.244, 0.773], [0.992, -0.819, 1.474], [1.626, -0.410, -0.163], [0.219, -2.478, -0.627], [-0.775, -1.087, -1.023], [-1.013, -1.987, 0.490], [2.725, 3.096, 0.347], [2.890, 1.408, 0.837], [1.891, 2.595, 1.759], [-3.345, -2.837, -2.577], [-3.207, -1.726, -3.604], [-4.697, -1.266, -4.315], [-5.832, -2.052, -3.979], [-4.880, -0.185, -5.339], [-2.184, -2.142, -4.915], [-2.678, -3.269, -5.826], [-0.696, -2.211, -4.774], [-2.610, -0.169, -3.073], [-3.046, 0.441, -1.815], [-2.147, 0.894, -3.964], [-6.756, -1.573, -4.303], [-5.921, -2.260, -2.913], [-5.663, -2.979, -4.527], [-4.029, -0.187, -6.019], [-5.067, 0.820, -4.959], [-5.727, -0.382, -5.996], [-3.707, -3.040, -6.105], [-2.074, -3.301, -6.732], [-2.685, -4.177, -5.224], [-0.356, -1.395, -5.411], [-0.488, -2.081, -3.712], [-0.169, -3.083, -5.161], [-4.111, 0.676, -1.822], [-2.698, -0.169, -0.982], [-2.584, 1.396, -1.567], [-2.942, 1.631, -4.075], [-1.847, 0.415, -4.895], [-1.226, 1.386, -3.653], [-4.066, 1.808, 5.345], [-4.610, 1.158, 4.126], [-6.173, 1.866, 3.793], [-6.931, 1.346, 2.655], [-7.027, 2.102, 5.006], [-4.929, -0.553, 4.202], [-5.488, -1.133, 5.394], [-5.305, -1.357, 3.028], [-3.749, 1.369, 2.676], [-2.652, 0.385, 2.325], [-3.668, 2.621, 2.008], [-7.450, 0.424, 2.917], [-6.280, 1.124, 1.810], [-7.743, 2.027, 2.400], [-6.364, 2.342, 5.838], [-7.633, 1.247, 5.307], [-7.724, 2.936, 4.925], [-6.537, -1.418, 5.305], [-4.922, -2.040, 5.605], [-5.270, -0.509, 6.261], [-4.827, -2.334, 3.104], [-6.382, -1.525, 3.011], [-4.950, -0.871, 2.119], [-2.773, -0.569, 2.837], [-2.636, 0.152, 1.260], [-1.679, 0.845, 2.499], [-4.600, 3.184, 2.066], [-3.513, 2.386, 0.955], [-2.805, 3.221, 2.297], [3.857, -6.748, -0.074], [4.237, -5.546, -0.928], [4.334, -4.212, 0.144], [3.495, -4.235, 1.356], [5.224, -3.016, 0.002], [3.032, -5.159, -2.136], [2.772, -3.762, -2.509], [2.519, -6.219, -3.021], [5.778, -5.666, -1.598], [6.366, -4.641, -2.518], [6.461, -6.937, -1.784], [3.715, -4.994, 2.106], [2.454, -4.393, 1.072], [3.424, -3.225, 1.761], [4.532, -2.379, -0.548], [6.218, -3.193, -0.409], [5.451, -2.564, 0.968], [2.370, -3.774, -3.523], [1.953, -3.357, -1.915], [3.653, -3.127, -2.419], [3.154, -7.105, -2.998], [1.494, -6.452, -2.733], [2.420, -5.835, -4.036], [7.447, -4.653, -2.376], [6.108, -4.862, -3.554], [6.078, -3.622, -2.262], [7.450, -6.843, -1.335], [6.590, -7.112, -2.853], [5.959, -7.698, -1.187], [4.082, -0.502, 3.719], [5.359, -0.218, 2.446], [4.583, -0.216, 1.090], [5.692, 1.516, 2.770], [3.319, 0.277, 3.728], [4.400, -0.436, 4.760], [3.735, -1.519, 3.536], [4.716, 1.991, 2.866], [6.251, 2.129, 2.063], [6.123, 1.571, 3.769], [-1.518, 4.461, -3.052], [-1.438, 6.334, -3.140], [-2.545, 7.034, -2.374], [-0.151, 6.369, -1.855], [-1.692, 4.248, -1.997], [-0.642, 3.955, -3.457], [-2.404, 4.076, -3.557], [0.810, 5.924, -2.116], [-0.572, 5.845, -0.998], [0.045, 7.405, -1.578]]
}



Which formula does entry 3 have? C34H98N9O17P3S6